[1]
2 unconnected molecules or ions with the total composition C10H11BrO2S, computed with wB97M-V/def2-TZVPD.

Last column: Löwdin charge in e.
Positions of all 25 atoms, in Å:
C -0.543 -0.263 -0.035  0.03
C 1.268 1.347 0.431  0.05
C -1.187 0.633 -0.892  -0.02
C 0.628 2.225 -0.444  0.00
C 0.642 0.076 0.705  -0.09
C -0.496 1.841 -1.189  -0.20
C 1.364 -0.697 1.672  -0.21
C -1.271 2.828 -2.043  -0.02
C -0.022 -3.913 1.667  -0.09
C 1.352 -2.069 1.970  -0.64
O 2.196 0.083 2.351  0.05
O 0.556 -2.773 1.100  -0.11
S 2.140 -2.745 3.295  0.87
Br -2.341 -2.679 -2.324  -0.65
H -1.088 -1.203 0.165  0.08
H 2.094 1.532 0.989  0.08
H -2.125 0.272 -1.265  0.08
H 0.990 3.216 -0.609  0.11
H -0.655 3.392 -2.702  0.07
H -1.998 2.167 -2.636  0.12
H -1.735 3.417 -1.306  0.08
H -0.703 -4.279 0.994  0.07
H -0.565 -3.743 2.575  0.10
H 0.885 -4.649 1.767  0.13
H 2.629 -0.518 3.077  0.11

Total energy (a.u.): -3510.1939
Total charge: 0
Molecular weight (Da): 275.2
2S+1: 1
Energy relative to the best compared isomer or geometry (same formula, charge and spin) (kcal/mol): 0.0
Gap between HOMO and LUMO (alpha / beta) (hartree): 0.11468 / 0.09753
LUMO level (alpha / beta) (eV): -3.81 / -3.99
Strongest force on any atom (eV/Å): 4.61

***

[2]
2 unconnected molecules or ions with the total composition C10H11BrO3, computed with wB97M-V/def2-TZVPD.

Last column: Löwdin charge in e.
Positions of all 25 atoms, in Å:
C 2.369 1.738 -1.746  -0.10
C 2.818 0.647 -0.925  -0.07
C 1.275 2.440 -1.310  -0.17
C 2.334 0.476 0.389  -0.02
C 0.662 2.192 -0.105  -0.15
C 1.155 1.211 0.795  -0.29
C 0.590 0.996 1.953  -0.12
C -0.552 -3.196 -0.215  -0.09
C -3.213 -0.242 1.082  -0.10
C -1.051 -0.864 0.222  -0.66
O -0.015 0.944 2.938  0.21
O -0.111 -1.883 0.083  -0.20
O -2.213 -1.199 0.923  -0.16
Br -1.145 0.262 -1.346  0.86
H 2.779 1.811 -2.777  0.11
H 3.509 -0.092 -1.307  0.09
H 0.883 3.164 -1.976  0.10
H 2.366 -0.420 0.980  0.10
H -0.169 2.773 0.206  0.10
H 0.432 -3.721 -0.460  0.11
H -1.156 -3.293 -1.236  0.13
H -1.205 -3.527 0.566  0.07
H -3.406 -0.283 2.109  0.08
H -4.047 -0.648 0.482  0.11
H -2.890 0.715 0.675  0.06

Total energy (a.u.): -3187.1800
Total charge: 0
Molecular weight (Da): 259.1
2S+1: 1
Gap between HOMO and LUMO (alpha / beta) (hartree): 0.23560 / 0.27946
LUMO level (alpha / beta) (eV): 0.26 / 0.15
Strongest force on any atom (eV/Å): 4.00

***

[3]
2 unconnected molecules or ions with the total composition C10H11Cl2NO2, computed with wB97M-V/def2-TZVPD.

Last column: Löwdin charge in e.
Positions of all 26 atoms, in Å:
O 3.778 0.412 3.120  0.09
C 3.231 -0.156 2.173  -0.39
C 2.883 -1.583 2.181  -0.01
C 2.300 -2.221 1.142  -0.58
Cl 1.915 -3.878 1.223  0.77
C 1.944 -1.518 -0.140  -0.38
O 1.420 -2.089 -1.099  0.09
C 2.261 -0.084 -0.137  -0.02
C 2.852 0.552 0.899  -0.58
Cl 3.194 2.221 0.840  0.76
H 3.121 -2.144 3.078  0.12
H 2.013 0.474 -1.033  0.12
C -3.084 0.137 -0.240  -0.16
C -2.965 0.354 -1.771  -0.16
C -1.650 1.129 -1.992  -0.23
N -0.957 1.092 -0.723  -0.09
C -1.835 0.795 0.383  -0.23
H -3.987 0.608 0.156  0.10
H -3.088 -0.931 -0.011  0.10
H -2.915 -0.610 -2.284  0.10
H -3.808 0.936 -2.151  0.10
H -1.046 0.677 -2.792  0.10
H -1.861 2.174 -2.290  0.11
H -0.253 1.798 -0.566  0.10
H -2.112 1.724 0.920  0.11
H -1.349 0.131 1.112  0.10

Total energy (a.u.): -1513.2201
Total charge: 0
Molecular weight (Da): 248.1
2S+1: 1
Energy relative to the best compared isomer or geometry (same formula, charge and spin) (kcal/mol): 56.7
Gap between HOMO and LUMO (hartree): 0.22994
LUMO level (eV): -2.11
Strongest force on any atom (eV/Å): 2.32

***

[4]
2 unconnected molecules or ions with the total composition C10H11Cl2P, computed with wB97M-V/def2-TZVPD.

Last column: Löwdin charge in e.
Positions of all 24 atoms, in Å:
C 1.066 0.523 1.026  -0.05
C 1.102 0.210 -1.332  0.01
C 1.618 0.901 -0.189  -0.24
C -0.032 -0.309 1.185  -0.34
C 0.038 -0.707 -1.264  -0.34
C -0.547 -0.925 -0.010  -0.58
C -3.291 0.703 0.807  -1.04
C 2.803 1.848 -0.018  -0.04
C -0.639 -0.867 2.405  -0.14
C -0.702 -1.425 -2.334  -0.16
P -1.923 -2.055 0.087  0.94
Cl -2.156 1.867 0.271  0.57
Cl -4.572 0.438 -0.254  0.51
H 1.555 0.942 1.850  0.09
H 1.440 0.426 -2.397  0.13
H 3.573 1.401 -0.660  0.08
H 2.506 2.804 -0.433  0.08
H 3.186 1.985 0.981  0.07
H -0.648 -0.104 3.326  0.13
H -1.663 -1.082 2.306  -0.03
H -0.131 -1.851 2.803  0.12
H -1.709 -1.170 -2.288  0.00
H -0.410 -0.990 -3.421  0.12
H -0.463 -2.564 -2.449  0.11

Total energy (a.u.): -1649.1491
Total charge: 0
Molecular weight (Da): 233.1
2S+1: 1
Energy relative to the best compared isomer or geometry (same formula, charge and spin) (kcal/mol): 115.8
Gap between HOMO and LUMO (alpha / beta) (hartree): 0.22448 / 0.22547
LUMO level (alpha / beta) (eV): -1.24 / -1.33
Strongest force on any atom (eV/Å): 5.92

***

[5]
A molecular structure, C10H11Cl6CrNi, computed with wB97M-V/def2-TZVPD.

Last column: Löwdin spin population.
Positions of all 29 atoms, in Å:
Cr -0.066 -0.290 -0.349  3.74
Cl -0.576 1.856 -1.021  0.08
C -1.923 -1.014 0.061  -0.02
H -1.854 -1.876 0.753  0.01
H -2.485 -1.315 -0.830  0.00
H -2.464 -0.200 0.570  0.00
Ni -0.123 0.344 -2.573  0.24
C -1.931 0.111 -2.937  0.02
C 1.751 0.525 -2.352  0.03
C 0.203 -1.137 -3.485  0.61
H 2.276 -0.205 -1.722  0.01
H 2.101 0.408 -3.390  0.01
H 1.939 1.568 -2.049  0.00
H -2.379 -0.837 -2.612  0.00
H -2.541 0.970 -2.602  0.00
H -1.913 0.115 -4.037  0.01
H -0.601 -1.749 -3.930  0.05
H 1.211 -1.527 -3.710  0.06
Cl 1.380 -1.882 0.951  0.08
C 1.122 -0.629 2.192  0.03
C 0.440 0.437 1.666  0.01
C 0.070 1.466 2.530  0.01
Cl -0.957 2.746 1.994  0.01
C 0.471 1.469 3.893  0.00
Cl 0.097 2.770 4.923  0.00
C 1.217 0.381 4.391  0.01
Cl 1.766 0.363 5.997  0.00
C 1.491 -0.728 3.550  0.00
Cl 2.278 -2.140 4.128  0.00

Total energy (a.u.): -5701.3781
Total charge: -2
Molecular weight (Da): 454.6
2S+1: 6
Gap between HOMO and LUMO (alpha / beta) (hartree): 0.13298 / 0.18433
LUMO level (alpha / beta) (eV): 4.24 / 4.22
Strongest force on any atom (eV/Å): 2.59

***

[6]
A molecular structure, C10H11ClF5PdV, computed with wB97M-V/def2-TZVPD.

Last column: Löwdin spin population.
Positions of all 29 atoms, in Å:
V 0.385 -3.074 -2.322  2.77
Cl -0.150 -5.212 -2.176  0.05
C 2.173 -2.477 -1.488  0.01
C -0.759 -1.758 -3.400  0.01
H 2.565 -1.587 -1.971  0.00
H 2.081 -2.242 -0.436  0.01
H 2.892 -3.261 -1.700  0.00
H -0.813 -2.229 -4.402  0.01
H -0.419 -0.744 -3.502  0.00
H -1.731 -1.712 -2.935  0.01
Pd -0.614 -0.877 0.341  0.10
C 0.105 0.210 -1.202  -0.01
C -1.875 -2.107 2.033  0.83
H 0.947 -0.067 -1.812  0.00
H -0.756 0.462 -1.860  0.00
H 0.350 1.157 -0.665  0.00
H -1.302 -2.533 2.934  0.06
H -3.013 -2.152 1.978  0.07
F -2.644 1.477 0.729  0.00
C -1.850 1.412 1.820  0.01
C -0.732 0.584 1.850  0.03
C -0.026 0.514 3.062  0.01
F 0.994 -0.360 3.240  0.00
C -0.382 1.291 4.162  0.00
F 0.304 1.141 5.319  0.00
C -1.480 2.122 4.105  0.00
F -1.869 2.837 5.179  0.00
C -2.234 2.198 2.931  0.00
F -3.325 2.977 2.858  0.00

Total energy (a.u.): -2418.8061
Total charge: -2
Molecular weight (Da): 419.0
2S+1: 5
Energy relative to the best compared isomer or geometry (same formula, charge and spin) (kcal/mol): 34.4
Gap between HOMO and LUMO (alpha / beta) (hartree): 0.18425 / 0.21810
LUMO level (alpha / beta) (eV): 5.04 / 5.01
Strongest force on any atom (eV/Å): 2.65

***

[7]
A molecular structure, C10H11MoN12O4, computed with wB97M-V/def2-TZVPD.

Last column: Löwdin charge in e.
Positions of all 38 atoms, in Å:
Mo 0.722 -0.277 0.373  2.08
O 0.230 -4.052 1.688  0.34
C 0.430 -3.241 0.897  -0.28
O 0.389 -1.754 1.338  -0.22
C 0.710 -3.164 -0.540  -0.17
C 0.818 -4.311 -1.283  0.10
C 1.111 -4.187 -2.647  0.08
C 1.272 -2.923 -3.180  0.05
C 1.141 -1.803 -2.367  -0.03
N 0.864 -1.906 -1.050  -0.02
H 0.683 -5.276 -0.808  0.17
H 1.212 -5.069 -3.270  0.16
H 1.496 -2.780 -4.229  0.15
H 1.243 -0.820 -2.789  0.10
C -2.223 0.375 3.274  0.10
O -2.104 1.659 2.532  0.09
C -1.305 1.881 1.583  -0.41
O -0.475 0.915 1.164  -0.18
N -1.279 3.052 1.004  0.10
N -0.381 3.364 -0.031  0.10
H -2.942 0.611 4.051  0.13
H -1.247 0.140 3.691  0.11
H -2.610 -0.367 2.580  0.11
H -1.933 3.745 1.374  0.21
H 0.092 4.228 0.231  0.13
H -0.932 3.541 -0.870  0.12
N 3.412 1.569 -0.872  0.24
C 3.533 0.897 0.295  -0.33
N 4.580 0.801 1.040  0.17
N 4.242 -0.032 2.071  0.09
N 3.086 -0.490 2.012  0.05
N 2.500 0.087 0.832  -0.14
C 2.250 1.566 -1.598  -0.39
N 1.921 2.208 -2.678  0.16
N 0.626 1.849 -2.926  0.07
N 0.180 1.028 -2.055  -0.02
N 1.207 0.819 -1.176  -0.24
H 4.225 2.079 -1.211  0.21

Total energy (a.u.): -1412.6481
Total charge: +3
Molecular weight (Da): 459.2
2S+1: 1
Gap between HOMO and LUMO (hartree): 0.19098
LUMO level (eV): -14.67
Strongest force on any atom (eV/Å): 1.23

***

[8]
A gas-phase ion, C10H11N2 (charge +1), computed with wB97M-V/def2-TZVPD.

Last column: Löwdin spin population.
Positions of all 23 atoms, in Å:
C -1.498 -0.058 -0.754  0.04
C -0.460 -0.444 -1.495  0.00
C -0.429 0.521 1.454  0.75
C 1.555 -1.744 -1.292  0.02
C 3.394 -1.311 -0.084  0.02
C -1.418 0.331 0.662  0.11
C 1.800 0.891 -1.129  0.11
C 0.953 -0.509 -1.164  0.06
C 1.564 0.105 0.119  0.59
C -2.738 0.598 1.340  0.07
N 2.825 -1.941 -1.071  0.02
N 2.685 -0.475 0.673  0.12
H -2.391 0.006 -1.187  0.00
H -0.619 -0.645 -2.486  0.00
H 0.141 1.061 2.270  0.04
H 0.872 -2.621 -1.406  0.00
H 4.417 -1.495 0.205  0.00
H 2.763 0.849 -1.451  0.01
H 1.142 1.753 -1.317  0.01
H -3.193 1.417 0.992  0.00
H -2.726 0.561 2.409  0.00
H -3.389 -0.402 1.024  0.00
H 2.833 -0.499 1.714  0.02

Total energy (a.u.): -496.5787
Total charge: +1
Molecular weight (Da): 159.2
2S+1: 3
Energy relative to the best compared isomer or geometry (same formula, charge and spin) (kcal/mol): 95.8
Gap between HOMO and LUMO (alpha / beta) (hartree): 0.20480 / 0.23269
LUMO level (alpha / beta) (eV): -4.75 / -6.25
Strongest force on any atom (eV/Å): 6.51

***

[9]
C10H11N3O2 in the gas phase, computed with wB97M-V/def2-TZVPD.

Last column: Löwdin charge in e.
Positions of all 26 atoms, in Å:
C 3.046 0.366 -1.353  -0.11
C 2.476 -0.715 -0.485  -0.19
C 0.961 -0.816 -0.584  -0.17
N -0.061 0.114 -0.481  -0.08
N 0.298 1.371 -0.310  0.00
N -0.596 2.127 -0.235  0.13
C -1.787 1.131 0.148  -0.06
C -3.049 1.266 0.441  -0.15
C -3.966 0.301 0.693  -0.07
C -3.423 -0.994 0.306  -0.04
C -2.080 -1.156 0.153  -0.12
C -1.249 -0.325 -0.179  -0.17
C 2.520 0.068 1.067  -0.65
O 3.345 0.809 1.474  0.11
O 1.620 -0.226 1.769  0.19
H 4.143 0.701 -1.169  0.11
H 2.510 1.323 -1.584  0.08
H 3.108 -0.210 -2.403  0.11
H 3.124 -1.477 -0.274  0.12
H 0.768 -1.677 -0.180  0.06
H 1.035 -1.339 -1.651  0.17
H -3.496 2.433 0.398  0.18
H -5.054 0.571 0.972  0.14
H -4.102 -1.685 0.641  0.07
H -1.798 -2.204 0.185  0.13
H 1.705 0.243 2.640  0.19

Total energy (a.u.): -702.0863
Total charge: 0
Molecular weight (Da): 205.2
2S+1: 1
Energy relative to the best compared isomer or geometry (same formula, charge and spin) (kcal/mol): 214.6
Gap between HOMO and LUMO (hartree): 0.34439
LUMO level (eV): 0.58
Strongest force on any atom (eV/Å): 15.27